(1)
Molecular formula: C3H11NO3
Method: DFT, the ωB97M-V functional and the def2-TZVPD basis

The geometry in XYZ format:
```
18
Properties=species:S:1:pos:R:3:forces:R:3
C 0.209049 1.855213 0.391098 1.28 -0.19 0.44
C 1.869951 -1.803784 -0.401046 0.02 -0.01 0.04
N 0.803645 1.843412 -0.790250 -0.32 0.01 0.35
O 1.042730 -0.936696 -1.158420 -0.02 0.06 -0.01
O 0.625763 1.137940 1.365884 -0.08 0.80 -0.60
H -0.219578 0.248325 1.275942 -1.86 -0.51 -1.50
H -0.571236 2.604892 0.543252 -0.08 -0.08 -0.05
H 1.317765 0.992759 -1.036178 0.04 -0.05 0.07
H 0.417123 2.388057 -1.543454 -0.05 0.02 0.06
H 2.027778 -1.427797 0.616192 -0.03 -0.02 -0.05
H 2.837097 -1.858183 -0.902098 -0.04 -0.03 0.02
H 1.449681 -2.813478 -0.342637 0.03 0.07 -0.01
C -2.438738 -0.277345 0.545460 0.14 -0.26 0.32
O -1.050306 -0.171857 0.404704 0.97 0.07 0.82
H 0.179770 -0.844046 -0.694237 0.00 0.01 0.04
H -2.904201 -0.427538 -0.437387 0.09 0.03 0.08
H -2.714491 -1.135131 1.174914 -0.09 0.10 -0.04
H -2.881802 0.625257 0.988260 -0.02 -0.02 0.03
```
Positions in Å, forces in eV/Å.

Summary:
M (g/mol): 109.12
Gap between HOMO and LUMO (eV): 10.067

Löwdin population analysis, charges in e, atoms 1 to 8: atom 1 (C): -0.289, atom 2 (C): -0.151, atom 3 (N): 0.187, atom 4 (O): -0.171, atom 5 (O): -0.033, atom 6 (H): 0.126, atom 7 (H): 0.149, atom 8 (H): 0.104

=====

(2)
Molecular formula: C5H9NO2
Method: DFT, the ωB97M-V functional and the def2-TZVPD basis

The geometry in XYZ format:
```
17
Properties=species:S:1:pos:R:3:forces:R:3
C -0.739794 -1.031566 1.069250 -0.15 2.31 -0.53
C -0.227299 1.509131 -0.466314 1.84 -1.12 -0.08
C 0.451139 -0.126990 0.363352 -2.11 -1.20 0.97
C 0.771123 -0.978303 -0.632384 1.57 -0.56 -1.86
N 1.340793 0.275479 1.399494 1.39 0.03 0.16
C 0.852026 -1.342444 -1.885574 0.01 -0.13 0.50
O -0.796541 2.241578 0.469415 -1.60 0.73 1.61
O -0.917464 1.401357 -1.584418 -0.64 -0.48 -0.22
H -1.865955 1.618449 -1.464767 0.22 0.17 0.05
H -1.360460 1.770336 1.123885 0.35 0.14 -0.48
H 2.280521 -0.064782 1.218465 -0.16 -0.12 -0.02
H 1.466768 1.267279 1.559135 -0.62 0.13 -0.37
H -1.230089 -0.284817 1.705676 -0.33 -0.44 0.34
H -0.360509 -1.854628 1.670870 0.32 0.31 -0.07
H -1.444357 -1.406810 0.329057 0.00 0.05 -0.01
H 1.151754 -2.341529 -2.181669 0.05 -0.02 0.02
H 0.628343 -0.651737 -2.693470 -0.14 0.20 -0.03
```
Positions in Å, forces in eV/Å.

Summary:
M (g/mol): 115.13
Gap between HOMO and LUMO (spin up / spin down) (eV): 7.386 / 7.708

Löwdin population analysis, charges in e, atoms 1 to 8: atom 1 (C): -0.026, atom 2 (C): -0.304, atom 3 (C): -0.449, atom 4 (C): -0.101, atom 5 (N): 0.061, atom 6 (C): 0.005, atom 7 (O): 0.034, atom 8 (O): 0.070

=====

(3)
Molecular formula: C6H15NO
Method: DFT, the ωB97M-V functional and the def2-TZVPD basis

The geometry in XYZ format:
```
23
Properties=species:S:1:pos:R:3:forces:R:3
C 0.552685 -1.839617 1.891357 0.32 -0.28 -0.57
N 0.082490 -1.159156 0.686160 -0.08 -0.16 0.52
C 0.748848 0.092481 0.380765 -0.18 -0.39 -0.35
C 0.335522 0.610124 -0.993367 -0.29 0.66 -0.64
C -1.202371 0.581897 -1.296966 1.26 0.19 0.14
C -1.507753 -0.186992 -2.575488 -0.98 -0.27 0.60
C 0.352176 1.136720 1.427858 0.03 0.83 0.32
O 1.372758 2.106723 1.660698 0.37 -0.14 -0.10
H -0.266201 -2.362631 2.368120 -0.18 -0.10 0.22
H 0.974876 -1.128993 2.590419 -0.03 0.14 0.17
H 1.339951 -2.577036 1.671302 -0.04 0.11 0.08
H 0.067979 -1.814121 -0.081258 0.09 0.21 -0.24
H 1.851261 0.007446 0.345473 -0.02 -0.05 0.33
H 0.869465 0.181138 -1.851536 0.08 -0.47 0.44
H 0.671058 1.653614 -1.008399 -0.01 -0.04 -0.01
H -1.488618 1.626594 -1.356753 -0.51 0.03 -0.10
H -1.668783 0.113572 -0.441576 -0.46 0.04 0.11
H -2.491882 0.033224 -3.002263 0.03 0.10 0.23
H -0.794378 0.030908 -3.338998 0.61 0.02 -0.56
H -1.521226 -1.258985 -2.349402 0.26 0.05 -0.24
H -0.472982 1.730249 1.042536 -0.19 -0.03 -0.14
H -0.016870 0.765407 2.390235 0.27 -0.51 -0.19
H 2.211995 1.657434 1.841081 -0.35 0.06 -0.03
```
Positions in Å, forces in eV/Å.

Summary:
M (g/mol): 117.19
Gap between HOMO and LUMO (eV): 9.797
SMILES string: CCC[C@@H](CO)NC

Löwdin population analysis, charges in e, atoms 1 to 8: atom 1 (C): -0.114, atom 2 (N): -0.089, atom 3 (C): -0.369, atom 4 (C): -0.167, atom 5 (C): -0.247, atom 6 (C): -0.114, atom 7 (C): -0.224, atom 8 (O): -0.069

=====

(4)
Molecular formula: C18H50O7
Method: DFT, the ωB97M-V functional and the def2-TZVPD basis

The geometry in XYZ format:
```
75
Properties=species:S:1:pos:R:3:forces:R:3
O 0.346833 0.353131 0.204325 -0.48 1.15 -0.04
H 0.948133 -0.197609 0.705685 0.76 -0.31 0.41
H -0.190377 -0.266109 -0.289805 -0.33 -0.46 -0.46
C 3.993493 -0.623279 -3.428025 0.02 1.10 1.18
C 2.595023 -1.101619 -3.759055 0.45 -0.14 0.17
C 1.467673 -0.139169 -3.388345 0.90 0.09 -0.40
O 2.573103 -1.314719 -5.162285 -0.43 -0.62 -0.44
H 4.062403 -0.341259 -2.377405 -0.05 -0.24 0.33
H 4.181353 0.335101 -3.912085 0.08 0.04 -0.47
H 4.824913 -1.299909 -3.625505 -0.38 -0.22 -0.28
H 2.451593 -2.059609 -3.259265 -0.21 -0.19 -0.28
H 1.417613 0.091501 -2.324205 -0.21 -0.21 0.01
H 0.533543 -0.492349 -3.825115 -0.08 -0.16 0.39
H 1.702303 0.784511 -3.917365 -0.08 0.40 0.05
H 2.664593 -0.443309 -5.554535 0.02 0.09 -0.19
C -1.794707 4.369741 -1.678765 -0.90 -0.36 0.35
C -1.481127 2.919761 -1.487645 0.59 -0.46 -0.79
C -1.028667 2.283701 -2.806735 1.10 -0.04 0.44
O -0.462517 2.866181 -0.479595 -0.80 0.44 -0.77
H -2.150097 4.782451 -0.734595 0.35 0.27 0.06
H -2.661897 4.389271 -2.338845 0.22 0.50 -0.46
H -0.903717 4.868861 -2.059715 -0.28 0.27 -0.04
H -2.381887 2.330371 -1.316315 -0.23 0.13 1.25
H -0.175597 2.839271 -3.196235 0.04 0.09 -0.24
H -1.806157 2.210191 -3.567135 -0.13 0.15 0.15
H -0.651767 1.284891 -2.586715 -0.14 -0.13 -0.11
H -0.281067 1.965151 -0.202455 0.40 -0.94 0.06
C -5.077067 -0.095499 1.144115 0.13 -0.56 -0.41
C -4.527397 -1.251009 1.996715 1.22 0.92 -0.08
C -2.994687 -1.117359 2.136565 -0.39 -0.04 0.11
O -5.033227 -1.207709 3.327215 -0.77 -0.37 -0.22
H -4.637977 -0.184859 0.150485 0.11 0.09 -0.10
H -4.797007 0.888181 1.520995 0.09 0.00 0.23
H -6.155387 -0.122889 0.987365 -0.10 -0.12 0.31
H -4.768797 -2.200309 1.518515 -0.31 -0.10 0.32
H -2.818537 -0.335949 2.875805 0.08 0.29 -0.30
H -2.498067 -0.881209 1.195445 0.09 0.00 0.04
H -2.535757 -1.990949 2.599505 -0.15 -0.29 -0.26
H -5.019537 -0.272019 3.541425 -0.04 0.07 0.34
C -1.944867 -3.670269 -0.380085 -0.21 -0.67 0.81
C -0.668037 -2.833679 -0.303045 0.31 -1.15 -1.42
C 0.579743 -3.550919 -0.943155 -0.43 -0.39 0.44
O -0.968987 -1.634029 -1.034345 0.21 0.03 0.15
H -2.839977 -3.142239 -0.051345 0.20 0.56 0.04
H -1.909257 -4.512789 0.310555 0.29 -0.30 -0.07
H -2.200477 -4.059629 -1.365565 0.43 0.02 -0.21
H -0.444407 -2.596369 0.737045 -0.02 0.29 -0.09
H 0.757033 -4.527209 -0.492005 -0.08 0.04 0.60
H 1.530393 -3.022199 -0.873735 -0.22 0.40 0.30
H 0.504223 -3.852259 -1.987945 -0.69 0.48 -0.38
H -1.194697 -1.988039 -1.897675 -0.04 0.44 -0.37
C 4.409653 -2.321519 0.995785 0.11 0.90 0.68
C 3.484053 -1.279599 1.763795 1.33 0.23 -0.33
C 4.085973 0.195501 1.900565 -0.03 -1.79 -0.58
O 2.223863 -1.307249 1.120955 0.16 0.78 -0.39
H 5.217383 -2.697299 1.623855 0.26 0.33 0.22
H 4.842553 -1.907829 0.084985 0.00 0.27 0.00
H 3.918033 -3.243919 0.686615 -0.68 0.19 0.17
H 3.234343 -1.695229 2.740005 0.78 0.19 0.48
H 4.302633 0.631501 0.925345 -0.42 -0.05 -0.20
H 5.078523 0.110461 2.342965 -0.01 -0.13 0.38
H 3.490943 0.895901 2.486645 -0.21 -0.30 -0.01
H 2.031173 -2.237109 1.261775 -1.09 -0.82 -0.21
C -1.425367 1.851291 2.951465 0.39 0.47 0.74
C -0.611157 3.152501 3.018985 1.23 0.05 -1.14
C 0.968463 2.955661 2.966655 -1.19 -0.14 0.56
O -0.985547 3.998601 1.936365 -0.20 0.48 0.85
H -2.449097 2.118331 2.689245 0.01 -0.04 -0.25
H -1.481927 1.433361 3.956565 0.13 -0.34 0.06
H -1.013597 1.106691 2.270195 -0.04 0.15 -0.08
H -0.895827 3.702471 3.915985 0.15 0.00 0.13
H 1.522833 3.891781 2.899835 -0.38 0.25 0.07
H 1.285893 2.362961 2.108725 -0.29 -0.20 -0.05
H 1.296203 2.455831 3.878175 0.10 -0.20 0.01
H -0.660267 3.592961 1.129365 -0.01 -0.14 -0.72
```
Positions in Å, forces in eV/Å.

Summary:
M (g/mol): 378.59
2S+1: 2
Gap between HOMO and LUMO (spin up / spin down) (eV): 2.193 / 9.794
⟨S²⟩: 0.75
Charge: -1

Löwdin population analysis, charges in e, atoms 1 to 8: atom 1 (O): -0.068, atom 2 (H): 0.000, atom 3 (H): -0.009, atom 4 (C): -0.075, atom 5 (C): -0.502, atom 6 (C): -0.062, atom 7 (O): -0.067, atom 8 (H): 0.068